# 1
92
Properties=species:S:1:pos:R:3 method="wB97M-V/def2-TZVPD" homo_energy_ev="-13.4 / -13.4" e_above_lowest_kj_mol=0.00 multiplicity=2 e_lumo_ev="-7.15 / -7.31" charge=+2
Re 0.80061 0.11686 0.57699
C -1.10370 0.36925 6.27732
C 0.18575 0.88783 6.36035
C 1.01203 0.89318 5.25255
C 0.52278 0.38510 4.04984
C -0.76287 -0.12382 3.95705
C -1.57786 -0.14284 5.07926
N 1.34631 0.34401 2.86246
N 2.57012 0.46943 3.10102
C 3.43783 0.40656 1.98678
C 4.78160 0.55869 2.25644
C 5.67189 0.54087 1.19185
C 5.16871 0.37605 -0.08745
C 3.80437 0.21889 -0.27244
N 2.93433 0.21943 0.74877
H -1.73929 0.36655 7.15180
H 0.54848 1.28649 7.29668
H 2.00947 1.29544 5.31629
H -1.11518 -0.53143 3.01765
H -2.57570 -0.55302 5.01545
H 5.09607 0.69865 3.27977
H 6.73264 0.66173 1.36102
H 5.81694 0.36681 -0.95116
H 3.38961 0.08433 -1.25852
C 0.95587 -0.39864 -1.44236
Si -0.69245 -0.66394 -2.28450
C -1.76575 0.38255 -1.13888
N -1.45018 0.21851 0.32630
C -2.14285 -1.01480 0.83695
C -3.57261 -0.83857 1.36654
C -4.28944 0.36159 0.77633
C -3.49516 1.62484 1.08266
C -1.96437 1.45026 1.03680
C -1.16369 -2.46482 -2.34055
C -2.49452 -2.88189 -2.22714
C -2.84005 -4.22142 -2.33381
C -1.85718 -5.17133 -2.57784
C -0.53510 -4.77833 -2.72437
C -0.19575 -3.43781 -2.60215
C -0.79414 0.07582 -3.98102
C -1.17987 -0.68167 -5.08871
C -1.28444 -0.10573 -6.34712
C -1.00566 1.23974 -6.51904
C -0.61560 2.01328 -5.43371
C -0.51466 1.43296 -4.18147
H 1.37792 0.52562 -1.86326
H 1.68039 -1.19144 -1.64541
H -2.83289 0.26303 -1.31705
H -1.53253 1.41901 -1.39784
H -1.52220 -1.44259 1.62903
H -2.11834 -1.72703 0.01597
H -3.54375 -0.73250 2.45518
H -4.12262 -1.75840 1.16396
H -5.28938 0.44579 1.20138
H -4.43577 0.22972 -0.29552
H -3.74156 1.94484 2.09723
H -3.80047 2.43800 0.42489
H -1.55161 1.43998 2.04235
H -1.50679 2.29238 0.52393
H -3.28131 -2.15333 -2.06277
H -3.87474 -4.52350 -2.24396
H -2.12572 -6.21451 -2.67263
H 0.22514 -5.51464 -2.94951
H 0.83539 -3.14615 -2.76220
H -1.39950 -1.73596 -4.97626
H -1.58414 -0.70660 -7.19405
H -1.08979 1.68938 -7.49845
H -0.39428 3.06297 -5.56885
H -0.20359 2.05530 -3.34731
C 2.04143 3.57746 -1.46403
Si 1.40228 3.47762 0.26816
C -0.00531 4.63031 0.55501
C 2.76040 3.70859 1.50432
O 0.75839 1.88872 0.45113
H 2.47781 4.56776 -1.60753
H 1.26043 3.45697 -2.21460
H 2.82598 2.84935 -1.67504
H 0.34656 5.65818 0.45669
H -0.42353 4.52656 1.55770
H -0.81579 4.49916 -0.16308
H 3.06574 4.75577 1.49347
H 3.64954 3.12129 1.27781
H 2.44390 3.47912 2.52370
C 2.62059 -3.30966 0.27230
Te 1.08470 -2.53209 1.50325
C -0.41759 -3.90622 0.92403
H 2.88434 -4.28914 0.65953
H 3.47957 -2.64740 0.33859
H 2.25804 -3.37875 -0.74759
H 0.07697 -4.87353 0.89581
H -0.82669 -3.65117 -0.04510
H -1.17295 -3.90390 1.70392

# 2
129
Properties=species:S:1:pos:R:3 method="wB97M-V/def2-TZVPD" homo_energy_ev=-8.9 multiplicity=1 e_lumo_ev=-0.16 charge=0
H 5.21251 -5.33106 2.83676
N 5.70686 -6.23906 2.75017
C 4.97781 -7.06791 2.01880
C 3.55476 -6.60450 1.41146
B 3.61737 -6.38039 -0.20401
O 2.50158 -5.77884 -0.89417
B 2.96004 -4.66732 -1.73953
C 1.99377 -3.36473 -1.78779
S 2.87645 -1.73461 -1.86906
C 3.38767 -1.16642 -0.17834
C 2.18832 -0.99204 0.87537
O 4.19570 -4.82726 -2.48891
B 5.16220 -5.43348 -1.59732
C 6.54739 -4.64547 -1.27863
C 7.87132 -5.50869 -1.50063
O 7.83548 -6.72979 -1.79889
O 9.12616 -4.82385 -1.29409
O 4.78140 -6.71667 -1.01713
H 5.32886 -8.13571 1.76122
H 2.70040 -7.32677 1.64328
H 3.31303 -5.56455 1.85794
H 1.28166 -3.51348 -2.68692
H 1.34465 -3.39261 -0.84768
H 4.12950 -1.91537 0.25771
H 3.85561 -0.11953 -0.31830
H 1.77368 0.07874 0.93770
H 1.31599 -1.71432 0.74127
H 2.64379 -1.19119 1.92163
H 6.51148 -4.25983 -0.19962
H 6.57587 -3.70647 -1.95179
H 8.94801 -4.30343 -0.46746
C 0.60268 5.60077 1.95068
C 1.17527 5.25379 3.31099
O 1.49804 3.85518 3.38781
C 2.66202 3.48588 2.81633
O 3.41521 4.24165 2.25935
C 2.90021 1.99103 3.01293
F 1.80338 1.25088 2.73813
F 3.24721 1.69971 4.28432
F 3.88594 1.51236 2.23067
H -0.25373 4.96359 1.72101
H 0.28569 6.64537 1.91996
H 1.33851 5.44147 1.15922
H 0.42640 5.44562 4.08258
H 2.04841 5.86625 3.55108
C -5.14343 7.61293 -0.75350
C -4.53484 7.87058 0.61068
O -4.26811 6.63253 1.29449
C -3.14488 5.98395 0.93105
O -2.37851 6.37057 0.08647
C -2.96843 4.71958 1.76856
F -4.10465 3.99876 1.86614
F -2.58864 5.00021 3.03559
F -2.03331 3.88195 1.26907
H -6.03486 6.98590 -0.66385
H -5.41624 8.54869 -1.23549
H -4.44496 7.08072 -1.40410
H -5.24525 8.42305 1.22899
H -3.62843 8.47792 0.54136
C 1.98586 -8.48325 -2.31554
C 2.75277 -9.78156 -2.15704
O 1.87226 -10.91243 -2.26732
C 1.53551 -11.27725 -3.52056
O 1.91802 -10.71799 -4.51678
C 0.64083 -12.51370 -3.49329
F -0.34921 -12.41448 -2.58179
F 1.33642 -13.62850 -3.18289
F 0.04609 -12.75040 -4.67669
H 1.15776 -8.43657 -1.60313
H 2.63961 -7.62788 -2.15492
H 1.55046 -8.40061 -3.31421
H 3.19569 -9.82539 -1.15957
H 3.57237 -9.85770 -2.87637
C -6.91904 13.02125 -5.27770
C -6.30302 13.28342 -3.91731
O -6.02414 12.04900 -3.23655
C -4.89696 11.41039 -3.61181
O -4.14344 11.80630 -4.46237
C -4.69949 10.14614 -2.77944
F -5.83439 9.41138 -2.67400
F -4.30876 10.43095 -1.51739
F -3.76438 9.32606 -3.28908
H -7.80568 12.38922 -5.18199
H -7.20183 13.95890 -5.76037
H -6.22168 12.49365 -5.93228
H -7.01264 13.83157 -3.29406
H -5.40075 13.89594 -3.99268
C 3.41221 -12.65317 -6.83466
C 4.64860 -11.77861 -6.76983
O 5.54663 -12.08213 -7.85003
C 5.23761 -11.53743 -9.04457
O 4.27738 -10.83926 -9.24433
C 6.29483 -11.89969 -10.08442
F 6.61827 -13.20998 -10.05726
F 7.44403 -11.21815 -9.88945
F 5.89961 -11.63187 -11.34240
H 3.69035 -13.71023 -6.85997
H 2.76915 -12.47602 -5.97163
H 2.83478 -12.45499 -7.74045
H 5.19177 -11.98140 -5.84427
H 4.39263 -10.71585 -6.76639
C -4.09416 6.31031 6.25754
C -4.33546 7.67522 6.87185
O -4.49307 8.67068 5.84833
C -5.70743 8.73106 5.26440
O -6.63314 8.01516 5.54571
C -5.74396 9.85475 4.23274
F -4.65742 9.84934 3.43152
F -5.78561 11.07228 4.81363
F -6.81518 9.78421 3.42105
H -3.24402 6.34351 5.57102
H -3.89585 5.56525 7.03105
H -4.95872 5.98106 5.67644
H -3.46639 7.96824 7.46462
H -5.19671 7.67088 7.54504
C -1.74572 0.29155 5.31260
C -2.78846 1.33176 4.95262
O -3.88975 1.29193 5.87512
C -3.69277 1.91377 7.05546
O -2.66728 2.47463 7.36079
C -4.95078 1.83886 7.91676
F -5.48459 0.59989 7.94404
F -5.91907 2.66271 7.46191
F -4.72472 2.18378 9.19754
H -2.19972 -0.70077 5.37600
H -0.94836 0.27035 4.56677
H -1.29970 0.50001 6.28771
H -3.19899 1.11148 3.96492
H -2.35906 2.33616 4.90602

# 3
108
Properties=species:S:1:pos:R:3 method="wB97M-V/def2-TZVPD" homo_energy_ev=-2.8 e_above_lowest_kj_mol=0.00 multiplicity=1 e_lumo_ev=4.20 charge=-2
Li -1.83256 -1.19997 -0.66061
F -0.70852 -5.31143 -0.05898
C -1.75929 -5.23788 0.76852
F -2.70433 -6.14671 0.46686
F -1.36692 -5.35387 2.07184
S -2.52079 -3.53843 0.69417
O -1.35697 -2.69339 0.62142
O -3.42046 -3.34863 1.81082
N -3.39777 -3.39819 -0.68493
S -2.51245 -3.70361 -2.12281
O -2.29057 -5.14322 -2.29040
O -1.40859 -2.78630 -2.14478
C -3.81596 -3.23497 -3.50713
F -4.97270 -2.73166 -3.02600
F -3.18906 -2.38407 -4.34677
F -4.05894 -4.45748 -4.07471
C 4.23918 -3.87085 1.80512
C 2.83371 -4.34652 1.38980
C 1.73119 -3.36440 1.82658
C 2.22705 -1.88337 1.83295
C 3.37425 -1.66164 0.83335
C 4.60970 -2.51915 1.15158
P 0.78294 -0.70751 1.62493
C 1.49684 1.02230 1.51926
C 1.67573 1.42858 0.04725
C 1.82555 2.95332 -0.06304
C 2.65565 3.56849 1.09242
C 3.55419 2.51265 1.77825
C 2.72512 1.36717 2.38398
C -0.04668 -0.61085 3.29602
C -1.12454 -1.69771 3.47213
C -1.66493 -1.71512 4.90856
C -0.56049 -2.03338 5.93934
C 0.86556 -1.74101 5.40618
C 0.90566 -0.50560 4.51926
H 4.98638 -4.63564 1.54770
H 4.26022 -3.78065 2.91355
H 2.64117 -5.34044 1.82663
H 2.79863 -4.42417 0.27423
H 1.38299 -3.61779 2.84349
H 0.84968 -3.46817 1.15029
H 2.64754 -1.68508 2.84607
H 3.65470 -0.59564 0.82023
H 2.99328 -1.88318 -0.19884
H 5.32267 -1.97282 1.79551
H 5.15295 -2.72577 0.20347
H 0.64614 1.65381 1.88379
H 0.76336 1.14206 -0.49399
H 2.52875 0.91799 -0.42725
H 0.80811 3.40714 -0.03684
H 2.28232 3.23015 -1.03553
H 1.95758 3.98496 1.84808
H 3.24497 4.42241 0.72075
H 4.15284 2.98579 2.56917
H 4.26594 2.09689 1.01973
H 2.38324 1.66064 3.40673
H 3.37713 0.49342 2.52711
H -0.59330 0.36663 3.24511
H -0.72181 -2.68809 3.21172
H -1.94959 -1.46481 2.78007
H -2.49888 -2.43237 4.97024
H -2.13262 -0.72625 5.11951
H -0.61419 -3.09235 6.24630
H -0.74201 -1.44674 6.85759
H 1.24142 -2.62292 4.84724
H 1.54643 -1.59845 6.27060
H 1.93676 -0.30951 4.19147
H 0.61371 0.37907 5.13753
O 1.19498 -1.51102 -2.00606
H 0.69636 -2.30245 -2.26920
H 0.56902 -0.79539 -2.24976
F -1.56838 2.01006 1.16369
B -2.81669 1.24821 1.19769
F -2.50597 -0.05703 0.62851
F -3.77498 1.84928 0.33405
F -3.24623 1.00353 2.52812
C 2.11530 4.68628 -4.28646
C 0.99475 4.67892 -3.24274
C 0.83899 5.76995 -2.36363
C -0.14866 5.79958 -1.38596
C -1.04866 4.76147 -1.28387
C -0.95373 3.66319 -2.18383
N -1.92706 2.66189 -2.16108
C -2.61429 2.21909 -3.27691
C -2.90327 3.11277 -4.32570
C -3.78073 2.75460 -5.33205
C -4.38798 1.50658 -5.32940
C -4.11390 0.59279 -4.32490
C -3.16884 0.91880 -3.33967
C -2.62497 -0.08451 -2.38085
O -3.44539 -0.96364 -2.01808
O -1.43921 0.09662 -1.95970
C 0.11009 3.57843 -3.14510
C 0.32686 2.32165 -3.99591
H 2.60041 5.67734 -4.29083
H 1.69036 4.51198 -5.30105
H 2.88680 3.90045 -4.09076
H 1.52160 6.61077 -2.42282
H -0.20080 6.66964 -0.72452
H -1.81113 4.74673 -0.50756
H -2.10200 2.17981 -1.28573
H -2.42541 4.09832 -4.36249
H -3.99129 3.46201 -6.12666
H -5.08465 1.23775 -6.11723
H -4.59102 -0.38700 -4.30017
H -0.08331 2.43955 -5.02054
H -0.17729 1.47809 -3.49934
H 1.41395 2.09921 -4.10341

# 4
107
Properties=species:S:1:pos:R:3 method="wB97M-V/def2-TZVPD" homo_energy_ev=-2.0 e_above_lowest_kj_mol=0.00 multiplicity=1 e_lumo_ev=4.08 charge=-2
Bi -0.26295 -0.49717 1.27535
C -0.76131 -1.79399 -2.04423
N -1.39672 -1.98061 -0.75179
C -1.25137 -3.34772 -0.25205
C 0.15053 -3.65891 0.22170
N 0.44146 -2.88944 1.42101
C 1.39498 -3.31117 2.26083
C 1.52741 -2.73196 3.57136
F 1.91156 -0.52814 1.75302
C 2.49688 -3.15671 4.45874
F 2.56072 -2.62333 5.69483
C 3.41533 -4.14209 4.15206
F 4.36161 -4.54027 5.03655
C 3.31496 -4.72490 2.90611
F 4.20188 -5.67943 2.54988
C 2.34418 -4.33668 2.00636
F 2.42354 -4.95018 0.78828
C -2.79654 -1.53724 -0.85020
C -3.64661 -1.73082 0.39234
N -3.04638 -1.11873 1.56423
C -3.63708 -1.35002 2.74848
C -3.34191 -0.45416 3.81588
F -2.57101 0.61378 3.52506
C -3.80977 -0.56654 5.10117
F -3.44669 0.33486 6.03318
C -4.68423 -1.58727 5.44612
F -5.13311 -1.73306 6.71714
C -5.06885 -2.45049 4.44494
F -5.93565 -3.45041 4.73385
C -4.58761 -2.33261 3.15087
F -5.09618 -3.25164 2.27663
H -1.24811 -2.41209 -2.81793
H -0.84363 -0.74072 -2.31565
H 0.29523 -2.05908 -2.00127
H -1.90686 -3.46750 0.60479
H -1.55448 -4.07824 -1.02380
H 0.17941 -4.73706 0.40542
H 0.86820 -3.46053 -0.58249
H -2.76385 -0.47285 -1.09846
H -3.28113 -2.06529 -1.69226
H -4.60427 -1.23586 0.15659
H -3.88678 -2.78779 0.50631
S 0.33446 -1.56147 4.13661
S 1.55219 0.04300 4.79401
S 0.27662 1.58782 4.51427
S 0.06433 1.96140 2.49138
C -6.73539 4.14584 -2.59163
C -5.43480 3.51936 -2.15915
C -5.05687 3.48784 -0.82334
C -3.84575 2.94215 -0.41183
C -3.50624 2.91013 1.05084
C -2.95621 2.41128 -1.36713
Se -1.26147 1.73631 -0.79087
C -3.34456 2.40465 -2.71722
C -2.49268 1.79101 -3.79945
C -4.56590 2.96358 -3.08545
H -7.32637 4.45252 -1.72808
H -7.33906 3.45204 -3.18158
H -6.56427 5.03199 -3.20841
H -5.72704 3.89678 -0.07269
H -4.29399 3.38371 1.64005
H -2.55483 3.40827 1.24564
H -3.36835 1.88284 1.39691
H -1.48686 1.59767 -3.43314
H -2.43136 2.45120 -4.66798
H -2.92146 0.84140 -4.13274
H -4.84316 2.95832 -4.13689
C 1.25013 3.06727 -3.31957
Si 2.15198 1.43624 -3.10962
C 1.39257 0.12447 -4.23228
C 3.84081 1.75990 -3.90448
Sb 1.98904 0.51907 -0.66320
Si 3.22308 2.48748 0.43332
C 4.79787 2.97240 -0.49342
C 2.18481 4.03857 0.30015
C 3.72109 2.08819 2.18182
Si 3.87229 -1.22459 -0.75707
C 3.28907 -2.83584 -1.53841
C 4.60082 -1.59793 0.91891
C 5.29609 -0.72070 -1.89768
H 0.99356 3.21466 -4.37303
H 1.89986 3.89068 -3.01120
H 0.34011 3.10817 -2.72123
H 1.48295 0.42213 -5.28123
H 0.33862 -0.04688 -4.01447
H 1.91754 -0.82581 -4.10227
H 3.63842 2.21800 -4.87797
H 4.40897 0.84762 -4.07330
H 4.47131 2.44127 -3.33607
H 4.55257 3.47818 -1.42767
H 5.47252 2.14645 -0.71540
H 5.33715 3.68436 0.13915
H 1.86859 4.18417 -0.73536
H 2.79035 4.89920 0.60139
H 1.28935 3.99225 0.91388
H 4.47570 1.30158 2.20098
H 2.86688 1.73914 2.75958
H 4.13817 2.98592 2.64808
H 2.82094 -3.50656 -0.82055
H 4.16557 -3.34380 -1.95066
H 2.58780 -2.66330 -2.35754
H 3.84306 -1.99630 1.59447
H 5.00275 -0.69948 1.38532
H 5.40849 -2.32630 0.80051
H 5.01642 -0.88511 -2.93860
H 6.15253 -1.36538 -1.67767
H 5.61439 0.31511 -1.79867